(1)
37
Properties=species:S:1:pos:R:3:lowdin_spin:R:1 method="wB97M-V/def2-TZVPD" multiplicity=3 charge=+1 homo_ev="-11.55 / -12.14" homo_lumo_gap_ev="8.91 / 8.07" molar_mass_g_mol=429.35 e_lumo_ev="-2.6 / -4.1" relative_energy_kj_mol=3.5
Pt -0.368 0.219 -0.392 1.376
N -0.318 0.081 1.812 0.155
C 0.242 1.356 2.339 0.009
C -0.549 2.547 1.819 0.000
C 0.011 3.091 0.521 0.011
O 0.500 4.193 0.470 0.020
O -0.110 2.298 -0.555 0.220
H -1.277 -0.049 2.113 0.004
H 0.230 -0.710 2.124 0.005
H 1.279 1.411 2.019 0.000
H 0.234 1.347 3.426 0.006
H -0.529 3.359 2.537 0.000
H -1.591 2.251 1.651 -0.001
C 0.580 -2.794 -0.865 0.032
N 1.997 -2.474 -0.686 0.002
C 2.914 -3.626 -0.579 0.001
C 2.436 -1.213 -0.630 0.008
C 3.906 -0.929 -0.656 0.002
O 1.692 -0.201 -0.578 0.045
H 0.495 -3.708 -1.446 0.002
H 0.082 -2.017 -1.431 0.022
H 0.067 -2.941 0.086 0.003
H 2.316 -4.524 -0.472 0.000
H 3.549 -3.544 0.298 0.000
H 3.534 -3.733 -1.467 0.000
H 4.535 -1.810 -0.698 0.000
H 4.168 -0.330 0.215 0.000
H 4.097 -0.312 -1.536 0.000
C -4.744 0.916 -0.836 0.002
C -3.273 1.190 -0.906 0.009
N -2.874 2.313 -1.471 0.000
O -2.486 0.305 -0.448 0.064
H -5.319 1.836 -0.750 0.001
H -4.957 0.262 0.006 0.000
H -5.044 0.399 -1.751 0.000
H -3.546 2.983 -1.803 0.000
H -1.879 2.560 -1.482 0.001

(2)
18
Properties=species:S:1:pos:R:3:lowdin_charge:R:1 method="wB97M-V/def2-TZVPD" multiplicity=1 charge=-1 homo_ev=-3.87 homo_lumo_gap_ev=7.91 molar_mass_g_mol=120.13 e_lumo_ev=4.0 relative_energy_kj_mol=223.0
C 0.341 0.247 1.700 -0.489
N 0.492 0.136 0.344 -0.050
C -1.039 -1.823 0.172 -0.110
C 0.008 -0.946 -0.473 -0.426
C -0.584 -0.297 -1.827 -0.241
O -0.693 1.092 -1.662 -0.162
O -0.243 -0.464 2.485 -0.092
H 0.835 1.156 2.085 0.074
H -0.488 1.361 -0.717 0.072
H -1.713 -1.146 0.631 0.058
H -0.559 -2.458 1.025 0.101
H -1.487 -2.513 -0.505 0.043
H 0.859 -1.597 -0.772 0.114
H -1.625 -0.585 -2.162 0.107
H 0.150 -0.452 -2.639 0.091
H 1.528 2.267 0.310 -0.004
H 2.346 2.898 1.392 -0.007
O 1.872 3.123 0.613 -0.081

(3)
24
Properties=species:S:1:pos:R:3:lowdin_charge:R:1 method="wB97M-V/def2-TZVPD" multiplicity=1 charge=0 homo_ev="-8.02 / -8.02" homo_lumo_gap_ev="8.04 / 8.04" molar_mass_g_mol=141.29 e_lumo_ev="0.0 / 0.0" relative_energy_kj_mol=273.0
C -2.608 1.878 1.194 -0.006
C -3.100 1.231 0.072 -0.359
N -2.930 0.027 -0.447 0.036
C -1.518 -0.483 -0.500 -0.279
C -1.510 -1.985 -0.488 -0.112
Si 0.170 0.408 -0.427 0.671
C 0.995 -0.128 -2.143 -0.205
C 1.145 -0.431 1.008 -0.385
C 2.403 0.362 1.433 -0.196
H -3.025 2.844 1.364 0.025
H -2.054 1.456 2.019 0.041
H -4.016 1.766 -0.246 0.098
H -0.655 -2.451 -0.843 0.029
H -1.394 -2.016 0.618 0.095
H -2.332 -2.574 -0.961 0.101
H 0.079 1.978 -0.487 0.016
H 1.682 0.674 -2.428 0.010
H 1.542 -1.016 -2.225 -0.005
H 0.283 0.044 -2.965 0.029
H 0.541 -0.776 1.931 0.088
H 1.430 -1.505 0.653 0.091
H 3.018 -0.107 2.166 0.038
H 3.103 0.567 0.535 0.094
H 1.925 1.279 1.928 0.085

(4)
85
Properties=species:S:1:pos:R:3:lowdin_charge:R:1 method="wB97M-V/def2-TZVPD" multiplicity=1 charge=-1 homo_ev=-2.85 homo_lumo_gap_ev=4.60 molar_mass_g_mol=645.65 e_lumo_ev=1.8
C -4.179 -1.011 0.717 -0.103
C -3.377 -1.118 2.022 -0.248
C -1.885 -1.399 1.855 -0.244
C -1.111 -0.443 0.925 -0.205
Si -0.240 0.948 1.853 0.528
C 0.937 1.833 0.662 -0.202
C 2.324 2.213 1.203 -0.284
O 2.693 3.519 0.719 -0.097
C 0.632 0.163 3.304 -0.229
C 1.345 -1.161 2.994 -0.242
C 2.489 -1.075 1.986 -0.226
C 3.001 -2.486 1.700 -0.221
C 3.961 -2.485 0.505 -0.208
C 3.283 -2.527 -0.873 -0.211
C 4.003 -1.660 -1.906 -0.216
C 3.179 -1.308 -3.150 -0.220
C 2.333 -2.460 -3.688 -0.216
C 1.860 -2.188 -5.118 -0.171
C 0.575 -2.944 -5.519 -0.225
O 0.381 -4.136 -4.768 -0.202
C -0.720 -4.081 -3.888 -0.117
O -1.444 1.962 2.509 -0.322
Si -2.071 3.257 1.730 0.293
C -2.105 3.252 -0.160 -0.211
C -3.442 2.913 -0.848 -0.444
C -3.270 1.988 -2.036 -0.038
F -3.977 4.112 -1.367 -0.091
P -4.080 3.606 2.765 0.419
O -4.882 2.230 2.311 -0.462
Br -5.019 5.217 1.518 0.260
P -0.931 5.069 2.455 0.365
N -0.985 5.164 4.006 -0.184
O 0.596 5.077 1.954 -0.182
O -1.552 6.358 1.715 -0.223
H -4.997 -1.732 0.705 0.064
H -3.565 -1.221 -0.158 0.063
H -4.643 -0.032 0.627 0.043
H -3.514 -0.241 2.652 0.086
H -3.778 -1.960 2.590 0.103
H -1.452 -1.392 2.854 0.087
H -1.741 -2.421 1.502 0.116
H -1.769 0.024 0.186 0.049
H -0.351 -0.981 0.355 0.080
H 0.544 2.742 0.206 0.051
H 1.085 1.129 -0.162 0.076
H 3.061 1.504 0.829 0.097
H 2.367 2.201 2.290 0.103
H 3.038 4.009 1.466 0.070
H -0.181 -0.042 4.009 0.077
H 1.300 0.845 3.835 0.076
H 0.666 -1.965 2.710 0.084
H 1.810 -1.497 3.922 0.120
H 3.303 -0.514 2.455 0.113
H 2.208 -0.632 1.026 0.085
H 2.147 -3.154 1.549 0.067
H 3.531 -2.858 2.575 0.112
H 4.530 -1.550 0.558 0.092
H 4.677 -3.303 0.583 0.104
H 3.288 -3.559 -1.225 0.112
H 2.231 -2.242 -0.786 0.107
H 4.329 -0.735 -1.428 0.098
H 4.898 -2.182 -2.254 0.111
H 2.537 -0.445 -2.948 0.109
H 3.854 -0.997 -3.953 0.104
H 2.922 -3.377 -3.685 0.121
H 1.495 -2.643 -3.021 0.095
H 1.683 -1.117 -5.233 0.106
H 2.645 -2.481 -5.814 0.106
H 0.635 -3.253 -6.564 0.112
H -0.288 -2.281 -5.426 0.111
H -0.619 -3.263 -3.167 0.082
H -1.662 -3.949 -4.433 0.084
H -0.771 -5.008 -3.323 0.090
H -1.888 4.278 -0.468 0.088
H -1.338 2.635 -0.625 0.063
H -4.185 2.532 -0.150 0.094
H -2.624 2.492 -2.752 0.089
H -2.831 1.038 -1.743 0.070
H -4.242 1.789 -2.484 0.082
H -5.718 2.438 1.877 0.029
H -1.488 4.390 4.423 -0.044
H 0.702 5.542 1.112 0.077
H -2.088 6.837 2.360 0.062
O 0.949 -4.573 2.586 -0.596
H 0.976 -5.222 1.871 -0.199

(5)
13
Properties=species:S:1:pos:R:3:lowdin_charge:R:1 method="wB97M-V/def2-TZVPD" multiplicity=1 charge=0 homo_ev=-8.57 homo_lumo_gap_ev=9.19 molar_mass_g_mol=85.11 e_lumo_ev=0.6 relative_energy_kj_mol=412.6
C -0.995 1.100 0.006 -0.065
C 0.196 0.520 0.004 -0.250
N 1.252 0.117 0.325 0.053
C 2.606 0.155 -0.201 -0.101
H -1.190 1.858 0.800 0.084
H -1.814 0.600 -0.593 0.047
H 3.310 -0.509 0.316 0.068
H 3.065 1.135 -0.088 0.069
H 2.694 -0.014 -1.359 0.117
C -2.286 -1.182 0.174 -0.243
O -3.339 -1.683 -0.096 -0.009
H -1.421 -1.437 -0.527 0.099
H -2.078 -0.659 1.237 0.129

(6)
34
Properties=species:S:1:pos:R:3:lowdin_spin:R:1 method="wB97M-V/def2-TZVPD" multiplicity=6 charge=-2 homo_ev="0.89 / -1.10" homo_lumo_gap_ev="4.10 / 5.69" molar_mass_g_mol=508.90 e_lumo_ev="5.0 / 4.6" relative_energy_kj_mol=0.0
C 1.229 0.510 -0.746 0.282
C 1.554 0.250 0.586 0.064
C 0.416 0.385 1.394 0.292
C 2.914 -0.091 1.081 -0.001
C -0.702 0.814 0.565 0.073
C -0.183 0.875 -0.818 0.046
C -0.759 1.702 -1.897 0.005
C 2.204 0.549 -1.846 0.048
C 0.391 0.228 2.851 0.048
C -1.802 1.687 1.041 0.011
Ir -1.189 -0.934 -0.477 2.665
Cl 1.062 -2.912 0.766 0.071
Cl -0.190 -1.607 -2.470 0.304
Cl -2.091 -1.438 1.619 0.338
H 3.452 -0.727 0.367 0.000
H 2.866 -0.639 2.029 0.000
H 3.518 0.815 1.251 0.000
H 0.951 -0.671 3.134 0.007
H -0.638 0.079 3.199 0.004
H 0.828 1.095 3.374 0.019
H -2.114 1.346 2.030 0.001
H -2.651 1.615 0.349 0.001
H -1.466 2.729 1.116 0.002
H -1.836 1.521 -1.951 0.000
H -0.304 1.450 -2.861 0.000
H -0.574 2.751 -1.651 0.000
H 2.931 -0.274 -1.760 0.007
H 2.775 1.491 -1.823 0.019
H 1.708 0.480 -2.819 0.003
O -2.855 -0.378 -1.269 0.401
H -2.915 -0.881 -2.103 0.023
S -2.763 -5.249 -0.933 0.089
C -2.125 -3.824 -0.734 0.071
N -1.641 -2.743 -0.592 0.107